1.
Below is a cluster of 2 separate species, C4H10NOS in total at a distorted geometry, with properties calculated with wB97M-V/def2-TZVPD.

## Properties
* energy above the lowest of the compared OMol25 structures with the same formula, charge and spin: 514.5 kJ/mol
* LUMO level: -5.35 eV
* calculated total energy: -686.17502 Eh
* total charge: +1
* highest occupied orbital energy: -13.464 eV
* Kohn-Sham gap: 8.109 eV

CARTESIAN COORDINATES (ANGSTROEM)
C 2.045 0.264 0.996
C -1.746 1.980 0.446
H -1.029 2.516 -0.222
H 0.186 -3.329 -1.014
H 1.757 -0.492 1.648
H -2.532 1.332 0.017
S -0.467 1.034 1.332
C -0.396 -2.438 -1.453
H 0.024 -2.129 -2.412
H 2.443 -0.249 0.049
O -1.485 -1.032 0.086
H -1.319 -2.824 -1.731
N -0.483 -1.192 -0.540
H -2.059 2.732 1.301
C 1.004 1.167 0.492
H 1.142 1.815 -0.381
H 2.915 0.844 1.386

Atomic partial charges in e from the natural (NBO) method, atoms 1 to 2:
1 C -0.704
2 C -0.753

2.
Below is a cluster of 2 separate species, C4H10NOS2 in total at a distorted geometry, with properties calculated with wB97M-V/def2-TZVPD.

## Properties
* energy above the lowest of the compared OMol25 structures with the same formula, charge and spin: 413.0 kJ/mol
* LUMO level: -4.95 eV
* calculated total energy: -1084.35009 Eh
* total charge: +1
* highest occupied orbital energy: -11.917 eV
* Kohn-Sham gap: 6.970 eV

CARTESIAN COORDINATES (ANGSTROEM)
H -0.131 1.446 2.198
S -2.851 -1.280 -2.174
H 1.838 -0.061 -0.526
H -0.707 -0.376 1.787
H -0.394 1.634 -0.228
H -2.881 -2.203 -1.314
H 2.549 -1.646 0.078
S -1.662 1.534 -2.453
H 1.532 -0.904 2.215
C -1.732 -0.056 -1.562
C 2.232 -0.555 0.197
H -2.482 1.221 -3.461
O -1.093 -0.277 -0.467
C -0.791 0.824 0.286
C -0.417 0.531 1.503
H 3.225 -0.027 0.198
H 2.102 0.446 2.178
N 1.664 -0.251 1.545

Atomic partial charges in e from the natural (NBO) method, atoms 1 to 2:
1 H 0.253
2 S 0.216

3.
Below is a cluster of 2 separate species, C4H10NP in total at a distorted geometry, with properties calculated with wB97M-V/def2-TZVPD.

## Properties
* energy above the lowest of the compared OMol25 structures with the same formula, charge and spin: 409.2 kJ/mol
* LUMO level (alpha / beta): 0.42 / -0.04 eV
* calculated total energy: -554.32886 Eh
* highest occupied orbital energy (alpha / beta): -7.095 / -8.510 eV
* Kohn-Sham gap (alpha / beta): 7.518 / 8.471 eV

CARTESIAN COORDINATES (ANGSTROEM)
P 0.237 -1.652 -0.411
H 0.599 1.862 -0.768
H 2.195 0.813 1.445
C 0.761 -0.040 -0.923
H -3.576 -0.500 -0.372
H -2.398 -0.144 1.216
N 0.900 -0.392 0.441
H -0.169 1.334 -2.471
C 2.127 -0.192 1.258
H 1.938 -0.648 2.156
H 1.701 0.076 -1.515
H 3.031 -0.511 0.733
H -0.996 1.231 -0.964
H -3.298 -1.725 1.002
C -3.049 -0.719 0.566
C -0.005 1.206 -1.392

Atomic partial charges in e from the natural (NBO) method, atoms 1 to 2:
1 P 0.653
2 H 0.216

4.
Below is a cluster of 2 separate species, C4H10NS in total, with properties calculated with wB97M-V/def2-TZVPD.

## Properties
* energy above the lowest of the compared OMol25 structures with the same formula, charge and spin: 15.6 kJ/mol
* LUMO level: 4.00 eV
* calculated total energy: -611.35988 Eh
* total charge: -1
* highest occupied orbital energy: -2.568 eV
* Kohn-Sham gap: 6.571 eV

CARTESIAN COORDINATES (ANGSTROEM)
C -0.392 -2.339 0.791
N 1.893 -1.587 0.736
C -0.429 1.660 -0.341
H -0.680 -1.512 0.155
H -2.052 3.118 -0.530
H -1.124 -3.030 1.187
H 0.115 2.199 0.437
H -1.107 0.952 0.146
C -1.256 2.669 -1.133
H 1.607 -0.811 0.125
H -0.621 3.466 -1.521
C 0.901 -2.477 1.091
H 2.801 -1.977 0.553
H 1.260 -3.302 1.698
H -1.699 2.195 -2.011
S 0.783 0.777 -1.385

Atomic partial charges in e from the natural (NBO) method, atoms 1 to 2:
1 C -0.567
2 N -0.857